Molecular formula: C16H22BrEuN5OS
Method: DFT, ωB97M-V/def2-TZVPD

The molar mass comes out at 564.32 g/mol. The strongest force on any atom comes out at 8.95 eV Å⁻¹. The calculation puts the gap between HOMO and LUMO (spin up / spin down) at 0.130 / 0.090 hartree. The HOMO energy (spin up / spin down) is -0.56803 / -0.56697 Eh. Its total energy is -4653.06156 a.u. Its expectation value of S² is 12.03.

```
! wB97M-V def2-TZVPD RIJCOSX def2/J DEFGRID3
* xyz 3 7
N -0.1365 3.1983 0.6888
C -0.5300 2.5985 1.9119
N -1.5606 3.5474 2.4174
N 0.5500 2.5886 2.8504
C -1.1553 1.1625 1.8751
C -1.2025 0.4259 0.5619
N -2.4526 -0.2933 0.3194
C -2.2194 -0.9747 -0.8951
O -3.0174 -1.3361 -1.6659
C -0.6528 -1.2004 -1.0649
C -0.2172 -0.6646 -2.3989
C -0.4947 0.5951 -2.8947
C -0.0315 0.9767 -4.1284
C 0.7349 0.0784 -4.9295
C 1.0048 -1.1957 -4.4889
C 0.5379 -1.5557 -3.2477
C -0.0678 -0.6408 0.2600
C -0.2071 -1.7360 1.3572
C 1.1270 -2.5231 1.6878
C 1.9979 -1.6828 2.6328
Br 3.8755 -1.8081 2.2141
N 1.1460 0.1637 0.2171
C 2.1165 -0.2743 -0.3944
S 3.2615 -0.7396 -1.2911
H -0.8583 3.2723 -0.0126
H 0.7454 2.8664 0.3213
H -1.1806 4.4931 2.4916
H -2.4025 3.5792 1.8440
H 1.1358 3.4087 2.7521
H 1.1070 1.7535 2.7636
H -2.1684 1.2579 2.2465
H -0.6326 0.5929 2.6317
H -1.1448 1.0417 -0.3225
H -2.8132 -0.8543 1.0788
H -0.5810 -2.2784 -1.1712
H -1.0893 1.2966 -2.3386
H -0.2405 1.9678 -4.4892
H 1.0956 0.4039 -5.8911
H 1.5725 -1.8875 -5.0791
H 0.7357 -2.5509 -2.8922
H -0.6096 -1.3774 2.3012
H -0.9725 -2.4628 0.9601
H 0.9854 -3.5428 2.1405
H 1.6953 -2.6787 0.7735
H 1.8895 -2.0577 3.6394
H 1.7283 -0.6423 2.5861
Eu -0.4038 -4.3110 2.0716
*
```

Mulliken population analysis, charges in e, atoms 1 to 2:
1. N -0.609
2. C 1.428

***

Molecular formula: C48H53BrCoN13O2
Method: DFT, ωB97M-V/def2-TZVPD

The molar mass comes out at 982.88 g/mol. The strongest force on any atom comes out at 4.90 eV Å⁻¹. The calculation puts the gap between HOMO and LUMO (spin up / spin down) at 0.266 / 0.270 hartree. The HOMO energy (spin up / spin down) is -0.33867 / -0.34185 Eh. Its total energy is -6679.83818 a.u. Its expectation value of S² is 3.76.

```
! wB97M-V def2-TZVPD RIJCOSX def2/J DEFGRID3
* xyz 1 4
Co 0.2632 0.5968 0.5547
C -5.3855 -0.2858 -3.8532
C -5.1996 -0.2030 -2.3309
C -6.0020 0.5881 -1.4936
C -5.7285 0.7326 -0.1482
C -4.6760 -0.0676 0.3126
Br -4.3637 0.0214 2.1836
N -4.0036 -0.8403 -0.4629
C -4.2379 -0.9936 -1.7531
H -5.7289 0.7237 -4.1823
H -6.0912 -1.0550 -4.2646
H -4.4400 -0.5277 -4.2920
H -6.7908 1.1701 -2.0045
H -6.3026 1.2771 0.5418
H -3.7269 -1.6823 -2.3412
C 2.3904 -2.2974 -3.6886
N 1.9222 -1.1126 -2.9030
C 1.0314 -1.1623 -1.8976
N 1.1929 -0.0779 -1.1965
C 2.1590 0.6253 -1.8668
N 2.6136 -0.0103 -2.9380
C 3.3248 -3.2350 -2.8583
C 4.5224 -3.6411 -3.3536
C 5.2869 -4.5939 -2.6960
C 4.8798 -5.1196 -1.5035
C 3.6569 -4.7064 -0.9722
C 2.8582 -3.7351 -1.6283
C 2.9987 -5.4097 0.1581
N 3.5509 -6.3019 0.8886
N 2.5047 -6.8225 1.7131
C 1.4801 -6.1523 1.3469
O 1.7235 -5.2039 0.4570
C 0.1442 -6.1644 1.9591
C -0.2050 -7.1986 2.8526
C -1.3879 -7.1206 3.5110
C -2.2646 -6.0444 3.1666
C -1.8656 -4.9512 2.3757
C -2.7229 -3.6746 2.1448
N -1.8244 -2.5319 2.1790
C -1.5460 -1.7534 1.1572
N -0.6621 -0.8560 1.5681
C -0.4524 -1.1406 2.8865
N -1.1991 -2.1521 3.3219
C -0.6706 -5.0490 1.7430
H 2.8597 -2.0423 -4.6145
H 1.4189 -2.7932 -3.9577
H 0.2952 -1.8491 -1.5992
H 2.4704 1.6257 -1.5865
H 4.9942 -3.3475 -4.3131
H 6.2798 -4.8801 -3.1295
H 5.3176 -5.9350 -0.9668
H 1.9918 -3.4359 -1.2092
H 0.4867 -7.9805 2.9278
H -1.7494 -7.8847 4.2406
H -3.2633 -6.0982 3.6173
H -3.4058 -3.6391 2.9970
H -3.3540 -3.6657 1.2393
H -1.9528 -1.7538 0.1767
H 0.2875 -0.6334 3.5243
H -0.3809 -4.2901 1.0383
C 5.5946 1.4275 2.5219
N 4.4012 0.7525 2.1161
C 4.2687 -0.7054 2.1010
C 2.7470 -0.8843 1.7249
O 2.1124 -1.8816 1.5274
N 2.2802 0.3426 1.4864
C 3.2375 1.2505 1.6884
N 3.0605 2.5486 1.4896
H 6.1804 1.8125 1.6533
H 6.2180 0.7343 3.0372
H 5.4095 2.2548 3.2015
H 4.5382 -1.1566 3.1010
H 4.8799 -1.2629 1.3878
H 2.0790 2.8337 1.2925
H 3.8084 3.2369 1.7334
C 1.1858 6.6971 1.8914
C 0.7852 5.2999 2.1931
C 1.0293 4.7052 3.3832
C 0.5872 3.3823 3.6282
C 0.7883 2.7086 4.9712
C 0.0453 2.6852 2.5906
C -0.1084 3.2195 1.2288
C 0.2351 4.5525 1.0705
N -0.5402 2.3489 0.3023
C -1.1616 2.7683 -0.9974
C -1.7667 1.5209 -1.5817
C -2.4779 1.9011 -2.9409
C -3.5457 2.9732 -2.7049
C -2.8946 4.2262 -2.1065
C -1.7791 4.7542 -3.0770
C -0.7175 3.6587 -3.2890
C -1.3576 2.4321 -3.8702
C -0.1063 3.3337 -1.9394
C -2.2509 3.8230 -0.7487
H 1.9757 7.0395 2.5333
H 0.3865 7.4180 2.0694
H 1.4036 6.6257 0.8344
H 1.5892 5.2643 4.1327
H 0.9052 3.3854 5.7178
H 1.6453 2.0540 4.8759
H -0.0958 2.1178 5.1511
H -0.3644 1.6919 2.7241
H 0.2502 5.0019 0.1568
H -2.4037 1.0026 -0.8385
H -0.9541 0.8396 -1.8485
H -3.0129 0.9917 -3.2556
H -4.4329 2.6073 -2.0646
H -3.9519 3.2638 -3.7101
H -3.5856 5.0577 -1.9236
H -1.2913 5.5953 -2.5826
H -2.1704 5.0465 -4.0140
H 0.0237 4.1678 -3.9341
H -0.6108 1.6228 -4.0014
H -1.6575 2.6352 -4.8815
H 0.3892 4.2347 -1.5902
H 0.7128 2.6717 -2.1888
H -2.9641 3.4090 -0.0477
H -1.8732 4.7044 -0.1584
*
```

Mulliken population analysis, charges in e, atoms 1 to 2:
1. Co 0.661
2. C -1.389

***

Molecular formula: C24H43ClFeP2
Method: DFT, ωB97M-V/def2-TZVPD

The molar mass comes out at 484.85 g/mol. The relative energy (zero: lowest compared OMol25 entry of this formula, charge and spin) comes out at 7.463 eV. The strongest force on any atom comes out at 5.40 eV Å⁻¹. The calculation puts the gap between HOMO and LUMO (spin up / spin down) at 0.281 / 0.165 hartree. The HOMO energy (spin up / spin down) is -0.35676 / -0.36897 Eh. Its total energy is -3346.28535 a.u. Its expectation value of S² is 8.86.

```
! wB97M-V def2-TZVPD RIJCOSX def2/J DEFGRID3
* xyz 1 6
Fe -2.1959 -0.5191 -2.7600
C 0.7679 1.6044 -0.4246
C -0.5098 1.8846 0.1187
C 0.2299 -0.1116 1.0237
C 1.1809 0.3285 0.0669
C -0.7724 0.8969 1.1156
C 1.6244 2.5087 -1.2239
H 1.1092 3.4312 -1.4789
H 2.0324 2.0518 -2.1375
H 2.4992 2.8222 -0.6171
C 2.5000 -0.2959 -0.2332
H 2.7203 -0.2913 -1.3207
H 2.5727 -1.3416 0.1184
H 3.3051 0.2905 0.2673
C 0.3615 -1.2490 1.9531
H 0.6476 -0.9094 2.9585
H 1.1328 -1.9465 1.6226
H -0.5630 -1.8228 2.0775
C -1.7109 1.0776 2.2381
H -1.1384 1.3991 3.1294
H -2.2220 0.1470 2.5412
H -2.4587 1.8605 2.0268
C -1.3610 3.0530 -0.1962
H -1.1598 3.8638 0.5185
H -2.4408 2.8504 -0.1268
H -1.1552 3.4433 -1.2050
C -1.8211 -1.1603 -4.3934
C -1.4722 0.2384 -4.7746
C -2.6280 1.2275 -5.1998
C -3.9617 1.0162 -4.4572
C -3.7580 0.4805 -3.0608
C -4.0362 -0.9174 -2.7780
C -4.1070 -2.0430 -3.7595
C -3.0559 -1.9291 -4.8726
H -2.8033 1.1529 -6.2859
H -4.6374 0.3141 -4.9935
H -2.3776 2.2906 -5.0750
H -3.4339 -1.4438 -5.7633
H -0.9561 -1.8205 -4.1981
H -0.8165 0.2123 -5.6872
H -2.7565 -2.9312 -5.2436
H -4.0201 -3.0354 -3.2755
H -4.6368 -1.1022 -1.8940
H -5.1506 -2.1233 -4.1281
H -4.5320 1.9632 -4.3704
H -3.9143 1.2377 -2.2760
P -0.1508 1.0216 -3.6126
C 1.3381 0.1173 -4.3180
C 0.0788 2.7571 -4.2540
P -3.6474 -1.2507 1.1606
C -2.9761 -0.6780 -0.3714
C -5.0700 -0.0725 0.8210
C -3.8741 -2.8904 0.2588
H 1.5086 -0.7420 -3.6598
H 2.2042 0.7923 -4.3379
H 1.1432 -0.2382 -5.3393
H -0.8373 3.2045 -4.6320
H 0.8195 2.8339 -5.0605
H 0.4064 3.4292 -3.4292
H -4.2559 -2.7375 -0.7694
H -4.5606 -3.5012 0.8507
H -2.8706 -3.3527 0.1999
H -2.4466 -1.4836 -1.0303
H -2.8623 0.4514 -0.6136
H -5.6188 0.0932 1.7518
H -5.7389 -0.5088 0.0642
H -4.7035 0.9080 0.4580
Cl -0.8851 -3.5484 -2.1028
C -0.7033 -1.7674 -1.8582
H 0.3216 -1.4964 -2.2366
H -0.6976 -1.6601 -0.7552
*
```

Mulliken population analysis, charges in e, atoms 1 to 2:
1. Fe -0.263
2. C 0.824

***

Molecular formula: C6H10O5Yb
Method: DFT, ωB97M-V/def2-TZVPD

The molar mass comes out at 335.18 g/mol. The strongest force on any atom comes out at 3.15 eV Å⁻¹. The calculation puts the gap between HOMO and LUMO (spin up / spin down) at 0.256 / 0.271 hartree. The HOMO energy (spin up / spin down) is -0.42935 / -0.45975 Eh. Its total energy is -1769.18864 a.u. Its expectation value of S² is 0.76.

```
! wB97M-V def2-TZVPD RIJCOSX def2/J DEFGRID3
* xyz 1 2
O -3.0688 2.5194 -0.2245
C -2.1660 1.7315 -0.2871
C -2.3827 0.2317 -0.1396
O -1.2160 -0.5365 -0.1713
C -0.5525 -0.6551 1.0638
C 0.6978 -1.4861 0.9260
O 1.6228 -0.9526 -0.0399
C 1.6478 -1.6478 -1.2974
H -2.9647 0.0594 0.7832
H -3.0097 -0.0880 -0.9862
H -1.2079 -1.1386 1.8090
H -0.2787 0.3356 1.4732
H 1.2275 -1.5042 1.8867
H 0.4524 -2.5133 0.6301
H 2.3574 -1.1268 -1.9495
H 1.9980 -2.6735 -1.1307
H 0.6459 -1.6336 -1.7410
O 1.4920 2.6791 0.9216
C 1.0095 2.7692 -0.2333
O 1.7345 2.4325 -1.1984
Yb 2.8269 0.9712 0.1902
H -0.8655 2.2265 -0.2851
*
```

natural (NBO) population analysis, charges in e, atoms 1 to 2:
1. O -0.470
2. C 0.455